No. 1
C4H9PSi | ωB97M-V/def2-TZVPD

Element x y z (Å)
1 P 1.47 -1.56 3.01
2 C 0.97 -0.85 1.62
3 C -0.94 -1.35 -0.68
4 C 1.41 0.54 -0.99
5 C -0.96 1.38 0.67
6 Si 0.13 -0.12 0.23
7 H -1.77 -1.61 -0.04
8 H -0.34 -2.22 -0.87
9 H -1.33 -0.94 -1.60
10 H 1.70 1.57 -0.74
11 H 1.10 0.40 -2.04
12 H 2.23 -0.14 -0.79
13 H -2.00 0.98 0.65
14 H -0.82 1.82 1.68
15 H -0.86 2.10 -0.12

Summary:
Molecular weight = 116.18 g mol⁻¹
HOMO-LUMO gap = 9.53 eV
Structure (SMILES) = C[Si](C)(C)C#P
E = -21459.380 eV

No. 2
C4HBrO5 | ωB97M-V/def2-TZVPD

Element x y z (Å)
1 C -0.91 0.10 0.20
2 C -2.98 0.47 0.49
3 C -0.37 -1.21 0.01
4 C -3.62 1.73 -0.12
5 O -0.88 -2.32 -0.03
6 O -3.82 2.66 0.67
7 O 1.02 -1.08 -0.27
8 O -3.90 1.65 -1.33
9 O -0.18 1.10 0.36
10 Br -3.92 -1.12 0.03
11 H 1.16 -0.12 -0.11

Summary:
Molecular weight = 208.95 g mol⁻¹
HOMO-LUMO gap (alpha / beta) = 5.06 / 5.77 eV
Net charge = -2
E = -84440.410 eV

No. 3
C4HCl4IN2O2 | ωB97M-V/def2-TZVPD

Element x y z (Å)
1 C -1.57 -0.30 -0.17
2 C -0.58 -1.21 -0.13
3 C -1.00 1.13 -0.41
4 C 0.41 0.92 0.22
5 N 0.70 -0.54 -0.17
6 N 1.97 -1.05 0.23
7 O 2.10 -2.25 0.09
8 O 2.70 -0.21 0.65
9 Cl -3.30 -0.57 -0.18
10 Cl -0.72 -2.87 -0.17
11 Cl -1.88 2.51 0.27
12 Cl 0.18 0.90 1.94
13 I 1.80 2.31 -0.72
14 H -0.81 1.22 -1.44

Summary:
Molecular weight = 377.78 g mol⁻¹
HOMO-LUMO gap = 8.82 eV
Structure (SMILES) = O=[N+]([O-])N1C(Cl)=C(Cl)[C@@H](Cl)[C@]1(Cl)I
E = -69424.832 eV
ΔE to the lowest compared entry with this formula, charge and spin = 9.9 kcal/mol

No. 4
C4HDyO2 | ωB97M-V/def2-TZVPD

Element x y z (Å)
1 O -0.82 1.30 -0.05
2 C 2.41 -0.15 2.12
3 C 1.63 0.06 1.13
4 C 0.92 0.45 0.06
5 C -0.21 0.03 -0.57
6 O -0.73 -1.00 -1.01
7 Dy -2.62 -2.68 -0.99
8 H -0.57 1.98 -0.70

Summary:
Molecular weight = 243.55 g mol⁻¹
HOMO-LUMO gap (alpha / beta) = 3.97 / 4.41 eV
Spin multiplicity = 7
⟨S²⟩ = 12.36
Net charge = +1
E = -32325.954 eV

No. 5
C4HLiO4Pr | ωB97M-V/def2-TZVPD

Element x y z (Å)
1 O -1.83 -0.19 -1.89
2 C -2.21 -0.92 -2.66
3 C 1.45 0.72 -0.25
4 C 1.44 0.59 -1.46
5 H 1.45 0.74 -2.53
6 Li -0.99 1.16 -0.54
7 O 1.63 -0.22 0.73
8 C 0.52 -0.47 1.43
9 O 0.60 -1.07 2.51
10 O -0.50 0.24 1.15
11 Pr -1.55 -0.59 3.51

Summary:
Molecular weight = 260.90 g mol⁻¹
HOMO-LUMO gap (alpha / beta) = 3.55 / 5.56 eV
Spin multiplicity = 3
⟨S²⟩ = 2.05
Net charge = +3
E = -26592.763 eV

No. 6
C4HNO2 | ωB97M-V/def2-TZVPD

Element x y z (Å)
1 C -1.31 1.14 0.68
2 C 0.09 1.36 0.47
3 C 1.18 -0.90 -0.57
4 C 0.61 -2.01 -0.86
5 N -2.42 0.83 0.83
6 O 0.98 0.32 0.03
7 O 0.50 -3.14 -1.11
8 H 0.36 2.39 0.54

Summary:
Molecular weight = 95.06 g mol⁻¹
HOMO-LUMO gap (alpha / beta) = 8.12 / 7.59 eV
E = -9742.430 eV
ΔE to the lowest compared entry with this formula, charge and spin = 98.3 kcal/mol

No. 7
C4HO4 | ωB97M-V/def2-TZVPD

Element x y z (Å)
1 C -0.32 -0.21 -0.28
2 C 1.03 -0.29 -0.23
3 C -2.92 1.00 0.10
4 C 2.24 0.10 0.12
5 O 3.15 0.77 0.53
6 O -3.36 0.07 0.59
7 O 2.16 -1.25 -0.23
8 O -0.93 0.86 -0.18
9 H -1.03 -1.06 -0.43

Summary:
Molecular weight = 113.05 g mol⁻¹
HOMO-LUMO gap = 7.69 eV
Net charge = -1
E = -12352.187 eV
ΔE to the lowest compared entry with this formula, charge and spin = 58.7 kcal/mol

No. 8
C4HS6 | ωB97M-V/def2-TZVPD

Element x y z (Å)
1 C 1.39 1.15 -0.05
2 C 1.41 0.68 -1.31
3 C 2.60 1.01 0.68
4 C -0.67 1.76 -0.33
5 S 0.00 0.89 -2.24
6 S 2.79 1.52 2.25
7 S -0.95 3.35 -0.38
8 S 3.91 0.16 -0.14
9 S 2.91 -0.11 -1.91
10 S -1.72 0.55 0.31
11 H -1.15 -0.49 -0.30

Summary:
Molecular weight = 241.45 g mol⁻¹
HOMO-LUMO gap = 7.04 eV
Net charge = -1
E = -69174.545 eV
ΔE to the lowest compared entry with this formula, charge and spin = 43.3 kcal/mol

No. 9
C4IN3 | ωB97M-V/def2-TZVPD

Element x y z (Å)
1 C -0.30 1.30 -0.53
2 C -0.35 -0.15 1.32
3 C -0.19 -1.15 -0.85
4 C 0.14 -0.03 -0.02
5 N -0.66 2.26 -1.03
6 N -0.55 -0.07 2.44
7 N -0.53 -2.13 -1.33
8 I 2.44 -0.03 0.00

Summary:
Molecular weight = 216.97 g mol⁻¹
HOMO-LUMO gap = 8.68 eV
Structure (SMILES) = N#CC(I)(C#N)C#N
E = -16716.106 eV
ΔE to the lowest compared entry with this formula, charge and spin = 1.1 kcal/mol

No. 10
C4N3O3S | ωB97M-V/def2-TZVPD

Element x y z (Å)
1 C -1.47 -0.91 0.00
2 C -0.43 0.91 -1.17
3 C -0.68 1.03 1.22
4 C -0.73 0.28 0.04
5 N -2.10 -1.87 -0.06
6 N -0.20 1.46 -2.16
7 N -0.68 1.67 2.18
8 O 1.39 -1.63 -1.25
9 O 2.39 0.15 0.13
10 O 1.30 -1.78 1.21
11 S 1.51 -0.99 0.03

Summary:
Molecular weight = 170.13 g mol⁻¹
HOMO-LUMO gap (alpha / beta) = 8.27 / 8.27 eV
Net charge = -1
E = -25596.273 eV
ΔE to the lowest compared entry with this formula, charge and spin = 0.0 kcal/mol

No. 11
C50H100BrF9N8O12 | ωB97M-V/def2-TZVPD

Element x y z (Å)
1 C -1.84 1.06 3.67
2 C -0.59 0.43 3.28
3 C -0.51 -0.72 2.11
4 C -0.09 0.16 0.86
5 F -1.17 0.27 -0.10
6 F -0.06 1.55 1.28
7 C 1.23 0.01 0.04
8 F 2.09 1.14 0.31
9 F 2.10 -1.07 0.25
10 C 1.10 0.15 -1.59
11 F 0.61 1.44 -1.97
12 F 2.48 0.20 -2.01
13 C 0.46 -1.06 -2.37
14 F 1.08 -1.07 -3.66
15 F 0.66 -2.34 -1.86
16 F -0.93 -0.92 -2.68
17 N -1.97 -1.10 2.29
18 C -2.25 -2.15 3.23
19 O -3.45 -2.42 3.45
20 C -0.85 -2.74 3.70
21 C -0.49 -2.22 5.21
22 C -1.73 -2.09 6.21
23 C -1.96 -0.63 6.84
24 C -3.46 -0.57 7.41
25 C -4.60 -0.69 6.30
26 O -5.90 -0.20 6.71
27 C -6.75 -0.41 5.55
28 C -1.13 -4.26 3.96
29 Br 0.48 -5.43 4.35
30 C -2.01 -5.14 2.96
31 C -2.83 -6.27 3.80
32 C 0.12 -2.18 2.48
33 C 0.06 -3.26 1.27
34 C -1.20 -3.40 0.35
35 O -1.52 -4.57 -0.02
36 O -1.99 -2.42 -0.30
37 C -3.37 -2.75 -0.36
38 C -4.12 -2.40 -1.74
39 O -4.04 -3.24 0.57
40 N 1.44 -2.29 3.13
41 C 2.50 -3.17 2.65
42 C 2.15 -1.11 3.57
43 C 2.74 -1.08 5.09
44 O 2.45 -0.08 2.92
45 H -1.89 2.19 3.48
46 H -2.73 0.51 4.10
47 H 0.32 0.84 3.83
48 H -2.63 -0.83 1.56
49 H 0.01 -1.20 5.24
50 H 0.28 -2.92 5.70
51 H -1.47 -2.75 7.13
52 H -2.71 -2.58 5.83
53 H -1.27 -0.57 7.77
54 H -1.66 0.24 6.18
55 H -3.57 -1.49 8.10
56 H -3.63 0.33 8.12
57 H -4.31 -0.20 5.32
58 H -4.73 -1.82 6.08
59 H -6.91 -1.53 5.32
60 H -7.77 0.07 5.71
61 H -6.33 0.05 4.59
62 H -1.70 -4.39 4.96
63 H -2.71 -4.61 2.25
64 H -1.28 -5.74 2.31
65 H -3.65 -6.64 3.09
66 H -2.13 -7.11 4.14
67 H -3.35 -5.82 4.71
68 H 0.26 -4.33 1.68
69 H 0.92 -3.15 0.51
70 H -5.08 -2.99 -1.88
71 H -4.26 -1.27 -1.73
72 H -3.34 -2.61 -2.56
73 H 3.32 -3.20 3.47
74 H 2.28 -4.27 2.46
75 H 3.09 -2.81 1.72
76 H 2.13 -0.30 5.67
77 H 2.61 -2.12 5.58
78 H 3.83 -0.76 5.08
79 C -10.02 -1.41 0.50
80 C -10.10 -1.18 2.01
81 C -8.74 -0.85 2.66
82 O -7.90 -1.98 2.85
83 C -7.15 -2.36 1.71
84 N -10.73 -2.34 2.64
85 H -9.58 -2.38 0.25
86 H -11.02 -1.39 0.06
87 H -9.42 -0.63 0.02
88 H -10.75 -0.31 2.16
89 H -8.93 -0.45 3.66
90 H -8.21 -0.06 2.11
91 H -6.84 -1.49 1.11
92 H -7.72 -3.06 1.10
93 H -6.25 -2.87 2.05
94 H -10.87 -2.14 3.63
95 H -10.04 -3.10 2.64
96 C 1.48 1.22 -5.71
97 C 0.59 2.29 -6.33
98 C -0.60 1.72 -7.12
99 O -0.26 1.21 -8.41
100 C 0.24 -0.12 -8.40
101 N 1.42 3.17 -7.17
102 H 2.11 0.72 -6.44
103 H 2.14 1.67 -4.96
104 H 0.88 0.47 -5.20
105 H 0.18 2.89 -5.51
106 H -1.31 2.53 -7.31
107 H -1.15 0.96 -6.54
108 H -0.23 -0.74 -7.63
109 H 1.33 -0.11 -8.26
110 H 0.04 -0.56 -9.38
111 H 0.84 3.94 -7.51
112 H 1.65 2.65 -8.01
113 C 5.45 3.33 -0.84
114 C 6.75 2.62 -1.24
115 C 6.74 1.11 -0.93
116 O 6.95 0.78 0.44
117 C 5.78 0.85 1.24
118 N 7.88 3.30 -0.59
119 H 5.37 3.47 0.24
120 H 5.41 4.32 -1.30
121 H 4.58 2.76 -1.19
122 H 6.86 2.73 -2.32
123 H 7.58 0.65 -1.47
124 H 5.83 0.62 -1.31
125 H 4.89 0.54 0.69
126 H 5.66 1.86 1.63
127 H 5.92 0.18 2.09
128 H 8.74 2.88 -0.93
129 H 7.86 3.04 0.40
130 C 9.42 2.90 5.09
131 C 9.54 1.46 4.62
132 C 8.18 0.79 4.33
133 O 7.47 0.38 5.50
134 C 6.72 1.41 6.12
135 N 10.32 0.69 5.60
136 H 9.08 2.97 6.13
137 H 10.40 3.40 5.04
138 H 8.73 3.47 4.47
139 H 10.10 1.47 3.68
140 H 8.37 -0.13 3.76
141 H 7.55 1.42 3.69
142 H 6.30 2.11 5.40
143 H 7.34 1.94 6.85
144 H 5.90 0.94 6.67
145 H 10.47 -0.25 5.24
146 H 9.72 0.54 6.41
147 C 4.20 4.93 -6.08
148 C 4.51 5.41 -7.49
149 C 6.02 5.46 -7.80
150 O 6.70 6.58 -7.24
151 C 7.09 6.42 -5.89
152 N 3.87 6.71 -7.70
153 H 4.41 5.69 -5.32
154 H 3.15 4.67 -5.99
155 H 4.78 4.03 -5.83
156 H 4.06 4.69 -8.18
157 H 6.14 5.57 -8.89
158 H 6.53 4.53 -7.53
159 H 7.38 5.39 -5.67
160 H 6.29 6.74 -5.22
161 H 7.95 7.07 -5.71
162 H 4.01 6.99 -8.68
163 H 4.41 7.40 -7.18
164 C -6.99 -0.46 -7.27
165 C -7.10 -0.23 -5.76
166 C -5.75 0.10 -5.09
167 O -4.92 -1.04 -4.88
168 C -4.15 -1.42 -6.01
169 N -7.75 -1.39 -5.15
170 H -6.55 -1.43 -7.51
171 H -7.98 -0.43 -7.73
172 H -6.38 0.32 -7.74
173 H -7.75 0.64 -5.62
174 H -5.96 0.49 -4.09
175 H -5.21 0.88 -5.63
176 H -3.82 -0.56 -6.60
177 H -4.71 -2.12 -6.63
178 H -3.26 -1.94 -5.65
179 H -7.91 -1.19 -4.16
180 H -7.07 -2.15 -5.14

Summary:
Molecular weight = 1256.28 g mol⁻¹
HOMO-LUMO gap = 8.18 eV
Structure (SMILES) = C=C[C@]1(C(F)(F)C(F)(F)C(F)(F)C(F)(F)F)NC(=O)[C@@](CCCCCOC)([C@H](Br)CC)[C@]1(CC(=O)OC(C)=O)N(C)C(C)=O.COC[C@@H](C)N.COC[C@@H](C)N.COC[C@@H](C)N.COC[C@@H](C)N.COC[C@@H](C)N.COC[C@@H](C)N
E = -184448.380 eV

No. 12
C50H109N3O16S8 | ωB97M-V/def2-TZVPD

Element x y z (Å)
1 C -2.08 0.00 -1.78
2 C -1.39 -1.02 -0.87
3 N -0.08 -0.50 -0.39
4 C 0.36 -1.33 0.76
5 C 1.45 -0.59 1.59
6 C 0.87 -0.22 -1.45
7 C 1.40 -1.47 -2.14
8 H -2.13 1.01 -1.38
9 H -3.09 -0.34 -2.02
10 H -1.55 -0.04 -2.73
11 H -2.06 -1.19 -0.02
12 H -1.30 -2.05 -1.19
13 H -0.45 -1.47 1.48
14 H 0.65 -2.32 0.42
15 H 1.09 0.42 1.78
16 H 1.71 -1.11 2.51
17 H 2.41 -0.58 1.07
18 H 1.71 0.32 -1.02
19 H 0.51 0.44 -2.25
20 H 2.01 -2.09 -1.48
21 H 2.04 -1.28 -3.00
22 H 0.54 -2.05 -2.48
23 C 7.81 9.81 -4.89
24 C 8.04 8.45 -5.65
25 N 7.56 7.35 -4.83
26 C 7.32 6.17 -5.59
27 C 6.57 5.06 -4.96
28 C 8.35 7.24 -3.64
29 C 9.82 6.88 -3.70
30 H 7.95 10.57 -5.65
31 H 8.55 10.01 -4.12
32 H 6.82 10.02 -4.47
33 H 7.41 8.45 -6.54
34 H 9.11 8.25 -5.79
35 H 6.82 6.46 -6.52
36 H 8.26 5.69 -5.87
37 H 6.97 4.68 -4.02
38 H 5.60 5.53 -4.84
39 H 6.47 4.20 -5.62
40 H 7.96 6.48 -2.97
41 H 8.25 8.10 -2.97
42 H 9.95 6.03 -4.37
43 H 10.04 6.61 -2.67
44 H 10.39 7.74 -4.06
45 C -4.92 2.65 -8.57
46 C -6.34 2.76 -8.08
47 N -6.82 4.11 -7.90
48 C -6.13 4.97 -6.87
49 C -6.37 6.48 -6.94
50 C -8.29 4.23 -7.85
51 C -8.85 3.88 -6.57
52 H -4.62 3.21 -9.46
53 H -4.61 1.63 -8.80
54 H -4.19 2.81 -7.77
55 H -6.96 2.26 -8.83
56 H -6.38 2.12 -7.20
57 H -6.34 4.66 -5.84
58 H -5.06 4.83 -7.00
59 H -6.27 6.71 -8.00
60 H -7.39 6.68 -6.62
61 H -5.73 7.11 -6.32
62 H -8.66 3.75 -8.75
63 H -8.58 5.27 -8.02
64 H -9.90 4.14 -6.41
65 H -8.41 4.48 -5.78
66 H -8.66 2.84 -6.29
67 C 7.93 5.11 8.21
68 C 6.84 4.73 7.16
69 C 7.58 4.33 5.89
70 S 8.93 5.50 5.64
71 O 8.33 6.52 4.79
72 O 10.24 4.86 5.31
73 C 8.91 6.03 7.42
74 H 8.49 4.22 8.49
75 H 7.54 5.62 9.09
76 H 6.16 5.53 6.89
77 H 6.16 3.93 7.43
78 H 7.02 4.25 4.96
79 H 8.05 3.37 6.09
80 H 8.61 7.08 7.54
81 H 9.96 6.18 7.68
82 C -3.64 -5.57 -8.67
83 C -2.72 -5.15 -7.51
84 C -2.01 -6.40 -7.06
85 S -1.67 -7.37 -8.67
86 O -2.33 -8.71 -8.53
87 O -0.28 -7.20 -9.07
88 C -2.86 -6.34 -9.68
89 H -4.22 -4.75 -9.10
90 H -4.44 -6.15 -8.20
91 H -3.36 -4.72 -6.73
92 H -2.09 -4.32 -7.82
93 H -2.77 -6.99 -6.55
94 H -1.16 -6.41 -6.38
95 H -3.26 -6.93 -10.50
96 H -2.14 -5.70 -10.19
97 C 6.37 -6.44 2.47
98 C 7.72 -6.77 2.95
99 C 7.98 -8.24 2.93
100 S 7.26 -8.75 1.31
101 O 6.50 -9.97 1.47
102 O 8.33 -8.64 0.35
103 C 6.06 -7.30 1.22
104 H 6.24 -5.38 2.27
105 H 5.63 -6.76 3.21
106 H 7.96 -6.28 3.89
107 H 8.51 -6.36 2.32
108 H 7.51 -8.74 3.77
109 H 9.01 -8.59 2.92
110 H 5.09 -7.79 1.25
111 H 6.21 -6.85 0.24
112 C -10.53 -2.71 -0.62
113 C -11.00 -3.03 0.79
114 C -12.27 -3.93 0.77
115 S -11.94 -5.07 -0.66
116 O -13.17 -5.34 -1.40
117 O -11.18 -6.17 -0.15
118 C -10.95 -3.79 -1.55
119 H -9.51 -2.34 -0.64
120 H -11.05 -1.83 -1.01
121 H -11.17 -2.08 1.29
122 H -10.14 -3.59 1.19
123 H -13.18 -3.45 0.43
124 H -12.58 -4.39 1.71
125 H -11.69 -3.38 -2.24
126 H -10.17 -4.21 -2.18
127 C 5.47 -4.16 10.28
128 C 5.15 -2.79 9.68
129 C 3.64 -2.59 9.74
130 S 2.95 -4.32 9.41
131 O 2.55 -4.42 8.00
132 O 2.01 -4.65 10.49
133 C 4.59 -5.22 9.68
134 H 5.43 -4.05 11.36
135 H 6.48 -4.42 9.95
136 H 5.54 -2.71 8.66
137 H 5.48 -1.96 10.30
138 H 3.21 -1.88 9.02
139 H 3.39 -2.49 10.79
140 H 4.95 -5.47 8.69
141 H 4.40 -6.12 10.26
142 C -3.10 -7.65 2.93
143 C -4.29 -8.56 3.30
144 C -5.48 -8.20 2.41
145 S -4.65 -7.94 0.76
146 O -5.07 -6.58 0.34
147 O -4.80 -9.13 -0.06
148 C -2.93 -7.89 1.37
149 H -2.21 -7.95 3.48
150 H -3.28 -6.61 3.18
151 H -4.56 -8.49 4.36
152 H -4.02 -9.62 3.27
153 H -5.95 -7.24 2.60
154 H -6.33 -8.83 2.16
155 H -2.34 -7.16 0.82
156 H -2.61 -8.91 1.14
157 C 1.79 6.72 0.66
158 C 2.53 7.96 0.09
159 C 2.02 8.29 -1.35
160 S 0.21 7.90 -1.33
161 O -0.24 7.12 -2.48
162 O -0.51 9.11 -0.94
163 C 0.30 6.68 0.19
164 H 1.79 6.92 1.73
165 H 2.24 5.74 0.47
166 H 3.61 7.80 0.13
167 H 2.30 8.73 0.83
168 H 2.40 7.51 -2.00
169 H 2.28 9.20 -1.88
170 H 0.02 5.68 -0.12
171 H -0.43 6.94 0.96
172 C -4.44 2.26 6.38
173 C -3.52 1.41 7.27
174 C -4.38 0.40 8.00
175 S -5.66 -0.19 6.85
176 O -6.99 -0.15 7.43
177 O -5.24 -1.39 6.13
178 C -5.48 1.32 5.72
179 H -3.92 2.89 5.66
180 H -5.01 2.97 6.99
181 H -2.93 2.09 7.89
182 H -2.81 0.84 6.68
183 H -4.90 0.91 8.80
184 H -3.93 -0.45 8.52
185 H -6.48 1.70 5.51
186 H -5.08 0.79 4.86

Summary:
Molecular weight = 1264.96 g mol⁻¹
HOMO-LUMO gap = 8.11 eV
Structure (SMILES) = O=S1(=O)CCCC1.O=S1(=O)CCCC1.O=S1(=O)CCCC1.O=S1(=O)CCCC1.O=S1(=O)CCCC1.O=S1(=O)CCCC1.O=S1(=O)CCCC1.O=S1(=O)CCCC1.CCN(CC)CC.CCN(CC)CC.CCN(CC)CC
E = -177520.159 eV
ΔE to the lowest compared entry with this formula, charge and spin = 84.9 kcal/mol